[1]
{"formula": "C19H31Cl20F9INO", "method": "the ωB97M-V functional and the def2-TZVPD basis", "total_charge": 0, "homo_ev": -9.0181, "homo_lumo_gap_ev": 9.220, "smiles": "CO[C@](I)(CN)CCC(F)(F)C(F)(F)C(F)(F)C(F)(F)F.ClCCl.ClCCl.ClCCl.ClCCl.ClCCl.ClCCl.ClCCl.ClCCl.ClCCl.ClCCl", "species": ["C", "O", "C", "I", "C", "N", "C", "C", "C", "F", "F", "C", "F", "F", "C", "F", "F", "C", "F", "F", "F", "H", "H", "H", "H", "H", "H", "H", "H", "H", "H", "H", "Cl", "C", "Cl", "H", "H", "Cl", "C", "Cl", "H", "H", "Cl", "C", "Cl", "H", "H", "Cl", "C", "Cl", "H", "H", "Cl", "C", "Cl", "H", "H", "Cl", "C", "Cl", "H", "H", "Cl", "C", "Cl", "H", "H", "Cl", "C", "Cl", "H", "H", "Cl", "C", "Cl", "H", "H", "Cl", "C", "Cl", "H", "H"], "xyz": [[-5.820, -1.439, 1.436], [-4.463, -1.252, 1.826], [-4.161, -0.130, 2.603], [-2.738, -0.830, 4.128], [-5.356, 0.431, 3.398], [-4.920, 1.547, 4.263], [-3.523, 1.019, 1.786], [-2.952, 0.672, 0.406], [-1.644, -0.091, 0.325], [-1.638, -1.234, 1.051], [-1.428, -0.459, -0.991], [-0.381, 0.739, 0.706], [-0.567, 1.404, 1.871], [-0.180, 1.668, -0.268], [0.921, -0.099, 0.869], [1.071, -0.959, -0.161], [0.855, -0.797, 2.017], [2.229, 0.740, 0.938], [2.470, 1.383, -0.198], [3.236, -0.111, 1.148], [2.206, 1.616, 1.931], [-6.241, -0.551, 0.948], [-5.858, -2.257, 0.712], [-6.444, -1.733, 2.288], [-6.095, 0.824, 2.695], [-5.776, -0.375, 4.001], [-5.180, 1.363, 5.225], [-5.420, 2.389, 3.999], [-2.804, 1.532, 2.419], [-4.329, 1.740, 1.605], [-2.809, 1.602, -0.158], [-3.688, 0.086, -0.154], [-3.653, -2.257, -1.655], [-4.612, -3.668, -2.099], [-6.313, -3.442, -1.664], [-4.543, -3.826, -3.169], [-4.229, -4.524, -1.556], [2.387, -4.946, 1.059], [3.521, -3.606, 0.876], [5.145, -4.025, 1.448], [3.584, -3.349, -0.174], [3.163, -2.764, 1.455], [0.066, -9.211, 4.142], [0.854, -7.875, 3.294], [-0.127, -7.259, 1.959], [1.016, -7.069, 3.998], [1.794, -8.231, 2.891], [-0.520, -2.005, -4.888], [-0.828, -0.399, -4.216], [-2.469, 0.163, -4.557], [-0.701, -0.453, -3.142], [-0.128, 0.301, -4.657], [3.835, 5.070, -0.092], [4.812, 3.833, 0.714], [6.509, 3.924, 0.233], [4.748, 3.991, 1.784], [4.424, 2.861, 0.441], [-1.929, -5.601, -6.854], [-1.143, -5.832, -5.290], [-2.203, -5.408, -3.940], [-0.866, -6.874, -5.191], [-0.269, -5.193, -5.246], [5.058, 9.353, -0.739], [6.005, 8.091, 0.064], [7.697, 8.113, -0.449], [5.965, 8.262, 1.133], [5.577, 7.131, -0.194], [8.398, -6.940, -0.718], [6.644, -6.844, -0.514], [5.925, -8.423, -0.174], [6.427, -6.182, 0.314], [6.213, -6.462, -1.432], [-6.745, 3.662, 1.409], [-5.564, 4.946, 1.096], [-3.954, 4.515, 1.678], [-5.514, 5.110, 0.027], [-5.890, 5.841, 1.612], [5.796, 10.967, -5.095], [6.712, 9.720, -4.237], [8.422, 9.720, -4.687], [6.636, 9.906, -3.173], [6.292, 8.753, -4.488]], "lowdin_charge": [-0.0869, -0.2407, -0.8043, 0.9079, -0.3227, -0.0060, -0.2024, -0.0559, -0.4254, 0.0870, 0.0302, -0.3308, 0.1357, 0.1426, -0.3426, 0.1587, 0.1552, -0.5631, 0.1788, 0.1742, 0.1960, 0.0984, 0.0335, 0.0939, 0.0949, 0.1058, 0.0673, 0.0462, 0.0766, 0.0604, 0.1373, 0.0986, 0.5908, -1.0185, 0.5351, 0.0006, 0.0238, 0.5121, -1.0214, 0.5365, 0.0282, 0.0046, 0.5038, -1.0367, 0.4837, 0.0242, 0.0232, 0.5078, -1.0192, 0.5060, -0.0058, 0.0259, 0.5357, -1.0128, 0.5244, 0.0300, -0.0029, 0.5096, -1.0266, 0.5182, 0.0249, 0.0089, 0.5160, -1.0267, 0.5071, 0.0278, -0.0489, 0.5002, -1.0443, 0.4967, -0.0390, 0.0244, 0.5205, -0.9971, 0.5499, 0.0265, 0.0256, 0.4973, -1.0455, 0.4971, -0.0254, 0.0249]}

***

[2]
{"formula": "C19H31ClN2OsS", "method": "the ωB97M-V functional and the def2-TZVPD basis", "total_charge": 2, "homo_ev": [-10.8187, -14.6641], "homo_lumo_gap_ev": [4.264, 4.947], "multiplicity": 5, "species": ["C", "C", "C", "C", "Cl", "H", "H", "H", "H", "H", "H", "H", "H", "H", "C", "C", "C", "H", "C", "C", "H", "H", "H", "H", "C", "C", "C", "H", "C", "C", "H", "H", "H", "H", "Os", "C", "N", "C", "C", "S", "N", "C", "C", "H", "H", "H", "H", "H", "H", "H", "H", "H", "H", "H", "H"], "xyz": [[-2.593, -5.562, 0.456], [-3.847, -5.402, 1.325], [-2.954, -6.143, -0.918], [-1.561, -6.449, 1.163], [-1.808, -3.866, 0.203], [-3.411, -7.137, -0.836], [-2.052, -6.250, -1.530], [-3.675, -5.495, -1.430], [-4.347, -6.364, 1.503], [-4.574, -4.744, 0.836], [-3.577, -4.992, 2.304], [-1.939, -7.464, 1.342], [-1.303, -6.018, 2.137], [-0.659, -6.537, 0.548], [-1.362, 1.599, -1.112], [-1.230, 0.597, -2.115], [-1.742, -0.615, -1.574], [-0.768, 0.709, -3.083], [-2.201, -0.351, -0.258], [-1.921, 1.001, 0.042], [-2.050, 1.468, 1.012], [-1.070, 2.639, -1.217], [-1.769, -1.581, -2.072], [-2.699, -1.059, 0.389], [2.167, -0.402, 0.415], [2.385, 0.304, -0.795], [1.636, -0.340, -1.827], [3.020, 1.184, -0.914], [1.065, -1.535, -1.275], [1.305, -1.521, 0.146], [0.918, -2.236, 0.865], [2.536, -0.125, 1.403], [1.605, -0.043, -2.878], [0.531, -2.307, -1.810], [-0.136, 0.028, -0.470], [3.812, 2.739, 1.437], [2.915, 3.697, 0.798], [3.585, 4.907, 0.332], [1.571, 3.616, 0.924], [0.853, 2.266, 1.715], [0.827, 4.646, 0.414], [1.027, 5.022, -0.992], [-0.528, 4.859, 0.910], [4.353, 3.231, 2.264], [4.548, 2.386, 0.696], [3.236, 1.896, 1.837], [3.637, 4.937, -0.767], [3.088, 5.810, 0.710], [4.608, 4.865, 0.722], [0.034, 5.163, -1.437], [1.563, 5.983, -1.083], [1.558, 4.238, -1.560], [-1.244, 4.743, 0.091], [-0.735, 4.132, 1.699], [-0.631, 5.875, 1.318]], "nbo_charge": [0.1139, -0.6475, -0.6471, -0.6470, -0.2159, 0.2434, 0.2201, 0.2198, 0.2435, 0.2197, 0.2215, 0.2426, 0.2208, 0.2200, -0.2213, -0.2377, -0.2474, 0.2832, -0.2064, -0.2558, 0.2898, 0.2737, 0.2973, 0.3057, -0.1495, -0.1619, -0.2806, 0.2702, -0.2596, -0.2962, 0.3032, 0.2681, 0.2807, 0.2903, 0.8703, -0.4122, -0.3546, -0.4250, 0.0195, 0.2699, -0.3446, -0.4333, -0.4087, 0.2369, 0.2249, 0.2006, 0.2162, 0.2314, 0.2374, 0.2131, 0.2392, 0.2116, 0.1994, 0.2124, 0.2419]}